{"formula": "H5N2OP", "method": "ωB97M-V with the def2-TZVPD basis set", "elements": ["N", "N", "O", "P", "H", "H", "H", "H", "H"], "positions_angstrom": [[-1.16272, -0.64469, 0.83125], [0.71014, 1.06166, -0.55293], [0.60307, 1.03104, 1.92286], [0.35600, 0.15615, 0.83268], [-1.18280, -0.88733, -0.11556], [-1.31006, -1.48675, 1.47586], [0.40992, 2.05770, -0.42420], [0.52059, 0.65119, -1.47116], [1.41165, -1.21641, 0.69958]], "lowdin_charge": [-0.138, -0.120, -0.363, 0.374, -0.022, 0.092, 0.077, 0.042, 0.058], "gap_ev": 10.96, "max_force_ev_per_a": 4.71, "multiplicity": 1, "e_homo_ev": -10.18, "energy_ha": -529.11526}

{"formula": "H5N2OPS", "method": "ωB97M-V with the def2-TZVPD basis set", "elements": ["N", "P", "N", "O", "S", "H", "H", "H", "H", "H"], "positions_angstrom": [[-0.21329, 0.96600, 0.91734], [0.66435, -0.09872, 0.08070], [-0.26300, -0.25765, -1.28811], [0.26896, -1.55925, 0.84573], [2.55026, 0.26927, -0.17954], [0.37950, 1.31855, 1.73742], [-0.18474, 1.62709, 0.21556], [-1.07329, -0.75097, -1.22042], [0.17042, -0.12668, -2.20725], [1.09495, -2.12151, 0.84498]], "lowdin_charge": [-0.112, 0.026, -0.086, -0.271, 0.190, 0.104, -0.002, 0.011, 0.070, 0.070], "gap_ev": 9.82, "max_force_ev_per_a": 4.24, "multiplicity": 1, "e_homo_ev": -9.07, "energy_ha": -927.36849}

{"formula": "H5N2PS", "method": "ωB97M-V with the def2-TZVPD basis set", "elements": ["N", "N", "P", "S", "H", "H", "H", "H", "H"], "positions_angstrom": [[1.03860, 0.18857, -1.39440], [0.55530, -0.33640, -0.13780], [-0.81537, 0.83752, 0.47255], [-1.56432, -0.45270, 1.93249], [0.23054, 0.25006, -2.01090], [1.65703, -0.51954, -1.78598], [1.32358, -0.25551, 0.52850], [-1.71852, 0.36538, -0.49106], [-0.70685, -0.07737, 2.88660]], "lowdin_charge": [-0.133, -0.416, 0.471, 0.288, 0.037, 0.062, 0.033, -0.125, -0.217], "gap_ev": 8.89, "max_force_ev_per_a": 2.48, "multiplicity": 1, "e_homo_ev": -8.10, "energy_ha": -851.99421}

{"formula": "H5N3S", "method": "ωB97M-V with the def2-TZVPD basis set", "elements": ["N", "N", "N", "S", "H", "H", "H", "H", "H"], "positions_angstrom": [[-0.05171, 1.38777, 0.10704], [0.33724, 0.13817, -0.30702], [-0.95441, -0.86066, 0.11525], [1.82398, -0.41412, -0.01553], [-1.01217, 1.54904, -0.31161], [-0.19917, 1.55438, 1.11289], [-1.05135, -1.66941, -0.47717], [-0.89981, -1.07584, 1.10034], [2.00740, -0.60932, -1.32419]], "lowdin_charge": [-0.087, -0.718, 0.003, 0.726, 0.100, 0.068, 0.026, 0.022, -0.140], "gap_ev": 9.89, "max_force_ev_per_a": 5.92, "multiplicity": 1, "e_homo_ev": -8.93, "energy_ha": -565.32237}

{"formula": "H5N3S", "method": "ωB97M-V with the def2-TZVPD basis set", "elements": ["N", "N", "S", "N", "H", "H", "H", "H", "H"], "positions_angstrom": [[-1.60718, 0.06003, 0.29343], [-0.58677, -0.51778, -0.48320], [0.88198, -0.76744, 0.28774], [1.84074, 0.62990, -0.04628], [-2.24525, -0.75663, 0.58590], [-1.04706, 0.50241, 1.09526], [-0.76913, -1.33834, -1.06818], [1.25730, 1.42985, 0.29929], [2.27536, 0.75798, -0.96397]], "lowdin_charge": [-0.113, -0.547, 0.758, -0.364, 0.093, 0.066, 0.059, 0.026, 0.022], "gap_ev": 9.26, "max_force_ev_per_a": 2.48, "multiplicity": 1, "e_homo_ev": -8.44, "energy_ha": -565.37128}

{"formula": "H5N3S", "method": "ωB97M-V with the def2-TZVPD basis set", "elements": ["N", "N", "S", "H", "H", "N", "H", "H", "H"], "positions_angstrom": [[0.70641, 1.45695, -0.66742], [-0.48411, 1.97575, -0.72491], [-0.60876, 3.47784, -1.15394], [0.60550, 0.50166, -0.21133], [1.51994, 2.02338, -0.68628], [-0.40438, -0.84229, 0.09335], [-0.91484, -1.31935, -0.67724], [-1.29530, -0.81270, 0.71539], [0.20424, -1.59261, 0.49401]], "lowdin_charge": [-0.097, -0.656, 0.491, 0.039, 0.060, -0.028, 0.050, 0.088, 0.053], "gap_ev": 8.23, "max_force_ev_per_a": 3.67, "multiplicity": 1, "e_homo_ev": -7.81, "energy_ha": -565.37949}

{"formula": "H5N4P", "method": "ωB97M-V with the def2-TZVPD basis set", "elements": ["N", "N", "N", "N", "P", "H", "H", "H", "H", "H"], "positions_angstrom": [[1.78485, 0.16738, -0.05403], [1.82257, 1.34351, 0.02590], [-1.10974, 0.40850, -1.11129], [-0.49829, -0.12441, 1.29356], [-0.79432, 1.21917, 0.34268], [2.65999, -0.45464, 0.09581], [-1.58899, 1.13780, -1.82896], [-0.22446, 0.20052, -1.60543], [-0.20238, -0.25943, 2.19072], [-0.02586, -0.73780, 0.72097]], "lowdin_charge": [-0.208, -0.077, -0.311, -0.235, 0.702, 0.082, 0.085, 0.002, 0.001, -0.040], "gap_ev": [8.11, 6.92], "max_force_ev_per_a": 3.69, "multiplicity": 1, "e_homo_ev": [-7.59, -6.53], "energy_ha": -563.26791}

{"formula": "H5NO", "method": "ωB97M-V with the def2-TZVPD basis set", "elements": ["N", "H", "H", "H", "O", "H", "H"], "positions_angstrom": [[0.00000, 0.00000, 0.00000], [0.15208, -0.14613, 1.00307], [-0.99109, -0.18808, -0.18161], [0.15236, 0.99708, -0.18233], [1.24678, -2.48887, 1.63226], [1.30504, -1.89146, 0.85254], [1.91524, -3.18968, 1.45827]], "lowdin_charge": [-0.001, 0.008, 0.020, 0.016, -0.101, 0.011, 0.048], "gap_ev": 11.55, "max_force_ev_per_a": 1.20, "multiplicity": 1, "e_homo_ev": -10.50, "energy_ha": -132.98846}

{"formula": "H5NO2P2", "method": "ωB97M-V with the def2-TZVPD basis set", "elements": ["N", "O", "O", "P", "P", "H", "H", "H", "H", "H"], "positions_angstrom": [[-1.68007, 0.50628, 0.86712], [1.42564, 1.79450, -0.73950], [1.23986, -0.62404, -0.45277], [0.64796, -2.08541, 0.22032], [1.31531, 0.72140, 0.42903], [-1.79471, 1.07680, 1.69967], [-1.91263, 1.09720, 0.06826], [1.11135, 1.51351, -1.60485], [0.22581, -2.50244, -1.04659], [-0.57852, -1.49781, 0.55930]], "lowdin_charge": [-0.133, -0.309, -0.816, 0.781, 0.884, -0.112, -0.107, 0.066, -0.105, -0.149], "gap_ev": [6.77, 6.76], "max_force_ev_per_a": 2.11, "multiplicity": 1, "e_homo_ev": [-7.55, -7.54], "energy_ha": -890.85442}

{"formula": "H5NS", "method": "ωB97M-V with the def2-TZVPD basis set", "elements": ["N", "H", "H", "H", "S", "H", "H"], "positions_angstrom": [[0.31529, 0.57234, 0.72283], [-0.05619, 0.23159, 1.60092], [1.31915, 0.43783, 0.71290], [0.14752, 1.56600, 0.61867], [-1.03034, -0.77307, -1.62762], [-0.37468, -0.13261, -0.47429], [-0.32076, -1.90209, -1.55342]], "lowdin_charge": [-0.004, 0.059, 0.058, 0.058, 0.326, -0.226, -0.272], "gap_ev": 9.17, "max_force_ev_per_a": 1.41, "multiplicity": 1, "e_homo_ev": -8.48, "energy_ha": -455.91825}

{"formula": "H5NS", "method": "ωB97M-V with the def2-TZVPD basis set", "elements": ["N", "H", "H", "H", "S", "H", "H"], "positions_angstrom": [[0.65875, -1.54331, -0.64527], [0.11754, -1.52821, -1.46195], [1.56733, -1.69615, -0.97566], [0.42421, -0.55901, -0.35960], [-0.71947, 1.11553, 1.21020], [-0.38307, 2.32215, 1.80591], [-1.66529, 1.88899, 0.42637]], "lowdin_charge": [0.012, -0.026, -0.020, -0.061, 0.435, -0.200, -0.141], "gap_ev": 10.62, "max_force_ev_per_a": 3.03, "multiplicity": 1, "e_homo_ev": -9.89, "energy_ha": -455.90879}

{"formula": "H5NS2", "method": "ωB97M-V with the def2-TZVPD basis set", "elements": ["S", "S", "H", "H", "N", "H", "H", "H"], "positions_angstrom": [[-0.05728, -1.39597, -0.53938], [0.76307, 0.47864, -0.80372], [-0.28736, -1.40064, 0.78561], [0.51228, 0.94682, 0.43765], [-1.12215, 1.50935, 2.06654], [-1.79044, 1.91988, 1.43217], [-1.51948, 0.75706, 2.58854], [-0.84484, 2.24707, 2.70014]], "lowdin_charge": [0.193, 0.195, -0.214, -0.240, 0.019, 0.022, 0.007, 0.018], "gap_ev": 8.64, "max_force_ev_per_a": 1.00, "multiplicity": 1, "e_homo_ev": -8.11, "energy_ha": -854.10588}

{"formula": "H5O2S", "method": "ωB97M-V with the def2-TZVPD basis set", "elements": ["S", "H", "H", "H", "O", "H", "H", "O"], "positions_angstrom": [[-0.03957, 1.36560, 0.88608], [1.15600, 1.69510, 1.39901], [0.72722, -0.35692, -2.31057], [1.25167, 0.22448, -1.02463], [1.49847, 0.09905, -1.96130], [-2.24886, -0.98977, 0.68455], [-0.81077, -0.68120, 1.11375], [-1.53416, -1.35635, 1.21311]], "lowdin_charge": [-0.059, -0.415, 0.010, -0.073, -0.133, -0.003, -0.142, -0.186], "total_charge": -1, "gap_ev": 7.57, "max_force_ev_per_a": 0.46, "multiplicity": 1, "e_homo_ev": -3.29, "energy_ha": -551.71675}

{"formula": "H5O2S", "method": "ωB97M-V with the def2-TZVPD basis set", "elements": ["S", "H", "H", "H", "O", "H", "H", "O"], "positions_angstrom": [[1.30235, 0.52534, 0.43271], [1.91285, -0.06014, 1.50649], [0.19786, -1.01232, -2.02883], [0.94938, -1.23985, -0.61810], [0.36485, -1.75723, -1.29505], [-1.32179, 0.52573, 0.76878], [-1.37739, 1.80460, 0.40700], [-2.02811, 1.21388, 0.82699]], "lowdin_charge": [-0.035, -0.378, 0.062, -0.145, -0.292, -0.041, -0.012, -0.158], "total_charge": -1, "gap_ev": 7.86, "max_force_ev_per_a": 3.71, "multiplicity": 1, "e_homo_ev": -3.51, "energy_ha": -551.70180}

{"formula": "H5O3", "method": "ωB97M-V with the def2-TZVPD basis set", "elements": ["O", "H", "O", "H", "H", "O", "H", "H"], "positions_angstrom": [[-0.23373, 0.30382, -0.92736], [-0.73182, 0.06177, -1.72150], [2.28672, -0.32762, 0.00386], [2.09032, 0.32343, 0.69683], [1.39728, -0.34644, -0.43152], [-1.77591, 0.35124, 1.09600], [-1.70551, -0.61990, 1.15602], [-1.32736, 0.25371, 0.12767]], "lowdin_charge": [-0.449, -0.093, -0.150, 0.014, -0.027, -0.242, -0.017, -0.035], "total_charge": -1, "gap_ev": 9.15, "max_force_ev_per_a": 2.04, "multiplicity": 1, "e_homo_ev": -4.03, "energy_ha": -228.73789}

{"formula": "H5O3", "method": "ωB97M-V with the def2-TZVPD basis set", "elements": ["O", "H", "O", "H", "H", "O", "H", "H"], "positions_angstrom": [[-0.51024, 0.63718, 0.01238], [-1.39024, 0.87696, -0.30141], [-0.21844, -0.32403, 2.32930], [0.28461, -1.14383, 2.26652], [-0.35133, 0.00691, 1.33452], [0.56972, -0.14239, -2.24494], [1.49479, -0.00548, -2.02241], [0.12113, 0.09469, -1.37394]], "lowdin_charge": [-0.410, -0.067, -0.217, -0.027, -0.051, -0.169, -0.010, -0.050], "total_charge": -1, "gap_ev": 9.09, "max_force_ev_per_a": 0.57, "multiplicity": 1, "e_homo_ev": -4.13, "energy_ha": -228.74942}

{"formula": "H5OS2", "method": "ωB97M-V with the def2-TZVPD basis set", "elements": ["O", "H", "H", "H", "S", "S", "H", "H"], "positions_angstrom": [[-1.53153, 2.02845, -0.05932], [-2.32216, 1.68434, 0.39704], [-1.04725, 1.30177, -0.45820], [1.21432, -0.70676, 0.20437], [-0.58625, -0.89061, 0.16095], [2.42626, -0.11183, -0.09078], [-1.05678, -2.09938, 0.58177], [2.90338, -1.20599, -0.73583]], "lowdin_charge": [-0.040, 0.061, -0.071, -0.379, 0.866, 0.787, -0.113, -0.111], "total_charge": 1, "gap_ev": 5.00, "max_force_ev_per_a": 1.40, "multiplicity": 1, "e_homo_ev": -15.75, "energy_ha": -874.12271}

{"formula": "H5OS2", "method": "ωB97M-V with the def2-TZVPD basis set", "elements": ["O", "H", "H", "H", "S", "S", "H", "H"], "positions_angstrom": [[-0.99474, -2.72219, -0.82129], [-1.62411, -2.44215, -1.53241], [-0.34058, -2.00493, -0.79672], [1.34674, 2.17381, 2.15872], [0.18681, -0.11811, -1.11238], [0.23553, 1.54207, 1.61229], [0.81938, 0.81795, -1.85167], [0.69975, 0.76638, 0.51337]], "lowdin_charge": [-0.049, 0.077, -0.144, -0.088, 0.879, 0.745, -0.119, -0.301], "total_charge": 1, "gap_ev": 5.16, "max_force_ev_per_a": 1.95, "multiplicity": 1, "e_homo_ev": -15.95, "energy_ha": -874.11316}

{"formula": "H5OS2", "method": "ωB97M-V with the def2-TZVPD basis set", "elements": ["O", "H", "H", "H", "S", "S", "H", "H"], "positions_angstrom": [[2.01282, -1.53246, -1.52482], [2.46022, -0.89247, -2.05978], [1.29219, -1.13994, -1.12521], [-0.61450, -0.12735, 0.72745], [0.07807, 0.87754, -1.11084], [-1.14109, -0.10987, 1.95343], [-0.74850, 1.47686, -2.00794], [-1.48367, 0.65988, 3.18261]], "lowdin_spin": [0.615, 0.008, 0.003, 0.002, 0.333, 0.028, 0.012, 0.000], "total_charge": 2, "s_squared": 0.758, "gap_ev": [5.05, 4.75], "max_force_ev_per_a": 3.96, "multiplicity": 2, "e_homo_ev": [-20.92, -20.58], "energy_ha": -873.47023}